No. 1
This record from the Open Molecules 2025 dataset describes a 10-piece molecular cluster, H20O10 overall in a non-equilibrium geometry. The level of theory is the ωB97M-V functional and the def2-TZVPD basis.

Geometry as ORCA input:
```
! RIJCOSX wB97M-V def2-TZVPD def2/J DEFGRID3
* xyz 0 1
H -2.7937 -1.2176 1.0932
H 0.2155 -0.7061 -0.5367
H -0.1602 1.9274 -1.7712
O 0.5541 2.5871 1.2378
H 4.3823 0.4445 -4.1428
O -0.2296 2.1695 -0.8408
H -0.3679 2.4053 1.0235
H 0.9042 -3.9860 1.4895
H 1.9390 -3.9522 -2.1280
O 1.9299 4.0632 2.9426
H 2.4870 3.7288 2.2307
H 0.6089 2.4328 2.1876
H -1.3375 -1.6398 1.1990
O -4.5472 -1.6947 -0.5469
O -3.4412 2.1309 0.4895
H 0.8757 -4.9487 2.6653
O 3.4539 0.2850 -3.9386
O 0.7344 -0.3140 0.1746
H -2.4978 2.2938 0.6011
O 1.5425 -3.4266 -2.8320
H 2.2693 4.9498 3.1091
H 0.2044 0.4368 0.4651
H -3.7611 -1.1500 -0.4268
H 3.4699 -0.4880 -3.3631
O 1.3500 -4.1836 2.3209
H -4.5375 -1.9169 -1.4847
H 0.6481 1.9891 -0.4855
O -2.1595 -1.8536 0.7434
H -3.8065 2.2541 1.3729
H 2.0707 -2.6206 -2.8488
*
```

Its highest occupied orbital energy is -11.041 eV. As for the SMILES: O.O.O.O.O.O.O.O.O.O. The LUMO energy comes out at 0.0007 Ha. The orbital gap is 11.06 eV. The calculation puts the electronic energy at -20798.6586 eV.

---

No. 2
This record from the Open Molecules 2025 dataset describes a 10-piece molecular cluster, H20O10 overall in a non-equilibrium geometry. The level of theory is the ωB97M-V functional and the def2-TZVPD basis.

Geometry as ORCA input:
```
! RIJCOSX wB97M-V def2-TZVPD def2/J DEFGRID3
* xyz 0 1
O -3.2449 -0.9025 -0.6541
H 3.0765 -0.7928 0.3415
H -3.3955 -1.5433 -1.3490
H 0.5733 0.8334 0.1045
O -1.3789 -2.3968 0.6153
H -0.3048 -0.3995 0.1320
O -1.2441 0.2533 -2.4842
O 0.3898 0.0240 -0.3724
H -0.4867 0.4449 -1.9312
H 3.5213 -1.8508 1.3287
H -0.4375 3.5611 0.7830
O -2.6141 1.9687 -0.2849
O 0.9790 -3.3320 1.1772
O 2.2195 3.9232 1.5984
O 0.0934 2.9485 0.2740
H 1.5779 3.3547 1.1724
H -2.7700 -1.3875 0.0208
H -1.9327 -2.9988 1.1124
H 0.9690 -3.7657 2.0305
H -0.5001 -2.7707 0.6795
H -3.4826 2.3587 -0.3843
H 1.4162 -2.4959 1.3381
H 1.9318 -0.7208 -1.3705
H -2.7838 1.0369 -0.1468
H 1.7687 4.7617 1.6977
O 2.8001 -1.2522 1.1344
O 2.8235 -0.8455 -1.6953
H -1.8749 -0.1578 -1.8932
H -0.5018 2.6156 -0.3976
H 2.8123 -0.4722 -2.5766
*
```

Its highest occupied orbital energy is -10.348 eV. As for the SMILES: O.O.O.O.O.O.O.O.O.O. The LUMO energy comes out at 0.0093 Ha. The orbital gap is 10.60 eV. The calculation puts the electronic energy at -20800.5238 eV.

---

No. 3
This record from the Open Molecules 2025 dataset describes a 10-piece molecular cluster, H20O10 overall in a non-equilibrium geometry. The level of theory is the ωB97M-V functional and the def2-TZVPD basis.

Geometry as ORCA input:
```
! RIJCOSX wB97M-V def2-TZVPD def2/J DEFGRID3
* xyz 0 1
H -2.5974 -2.3930 -2.3892
H -3.3799 -1.3695 -3.1956
O 0.7732 -3.1099 -0.6945
O 4.5014 -0.1759 0.8454
H 0.7111 -3.7954 -0.0198
H 3.8839 -0.7557 1.3053
O -3.4957 -2.0951 -2.5719
H -4.1706 1.1378 0.4523
O 1.7346 2.3865 1.6244
H -2.6593 4.2902 -1.1048
H -2.3625 2.8064 -1.2474
O -0.4172 1.4513 -0.4071
O 5.6460 -0.5317 -1.5423
H 1.1410 -0.3816 -0.6380
O -3.4584 1.0453 -0.1906
H -3.8226 1.4218 -0.9997
O -1.9321 3.6685 -1.2218
H -0.1340 -2.8017 -0.7999
H 1.2195 2.3835 2.4391
H -0.9660 2.1872 -0.7007
H 4.9951 0.2509 1.5548
H 5.9147 -1.4023 -1.2279
H 4.6982 -0.6192 -1.6937
H -3.2111 -1.7571 3.9017
H 0.3426 -1.0897 0.4442
H 0.1411 1.8342 0.2789
H 2.6495 2.4202 1.9255
O -3.5167 -2.2247 3.1162
O 0.4791 -0.2233 0.0445
H -2.7077 -2.5582 2.7122
*
```

Its highest occupied orbital energy is -9.313 eV. As for the SMILES: O.O.O.O.O.O.O.O.O.O. The LUMO energy comes out at 0.0031 Ha. The orbital gap is 9.40 eV. The calculation puts the electronic energy at -20797.1177 eV.

---

No. 4
This record from the Open Molecules 2025 dataset describes a 10-piece molecular cluster, H20O10 overall in a non-equilibrium geometry. The level of theory is the ωB97M-V functional and the def2-TZVPD basis.

Geometry as ORCA input:
```
! RIJCOSX wB97M-V def2-TZVPD def2/J DEFGRID3
* xyz 0 1
O 30.3869 3.2918 -17.2664
H 30.9757 -0.9412 -17.4690
H 27.7685 1.2411 -15.8520
H 30.9620 0.5677 -17.6093
H 29.6284 2.9124 -16.7921
O 33.2238 3.3348 -16.0887
H 29.1027 0.8491 -16.5347
O 29.7614 -3.8367 -17.3460
H 32.6810 2.6457 -16.4827
O 31.8218 -3.8435 -19.3691
H 32.4355 -0.6287 -19.3855
O 30.4232 -0.1660 -17.2893
H 29.0096 -4.4024 -17.1464
H 32.6094 4.0604 -15.9561
H 29.3066 -0.9519 -19.2886
O 29.0757 -1.7078 -19.8438
H 32.1870 -3.1464 -18.8117
H 29.3714 -3.0399 -17.7268
H 33.5548 -1.1569 -18.4798
H 30.8753 -3.8086 -19.1842
O 32.0250 1.0170 -19.5413
O 29.5927 2.3829 -19.8937
H 29.3664 -1.4546 -20.7247
H 29.6910 2.5411 -18.9401
H 30.3181 4.2421 -17.1326
O 28.3474 1.4605 -16.5870
O 32.5978 -1.1387 -18.5784
H 31.2228 1.5587 -19.6681
H 32.7195 1.6540 -19.3458
H 29.2863 3.2170 -20.2591
*
```

Its highest occupied orbital energy is -9.970 eV. As for the SMILES: O.O.O.O.O.O.O.O.O.O. The LUMO energy comes out at -0.0037 Ha. The orbital gap is 9.87 eV. The calculation puts the electronic energy at -20800.3606 eV.

---

No. 5
This record from the Open Molecules 2025 dataset describes a 10-piece molecular cluster, H20O10 overall in a non-equilibrium geometry. The level of theory is the ωB97M-V functional and the def2-TZVPD basis.

Geometry as ORCA input:
```
! RIJCOSX wB97M-V def2-TZVPD def2/J DEFGRID3
* xyz 0 1
H -2.6975 1.6386 -2.4861
H -1.9576 -2.2408 -2.1458
H -0.7906 1.9672 -0.8468
H 2.4837 -1.1674 3.0758
H -1.8069 2.4772 0.1454
H 3.3147 -0.7495 1.8490
O -3.1840 0.8962 -2.8944
H 0.6124 -0.2089 -0.0379
H -0.6975 -2.0227 0.2729
O 3.0935 -1.6672 -0.3053
H -0.3384 0.8556 1.7612
O -1.2112 1.2950 1.6053
O 3.2000 -0.5145 2.8122
H 1.6567 2.5942 2.7715
H -2.9341 -0.1973 -1.2059
O -1.0333 -2.5532 -2.2743
H 2.6185 -1.0613 -0.8517
H -0.4404 -1.7716 -2.2521
H 0.7275 -2.3783 -0.1369
H -2.6388 0.7251 -3.7195
O 0.2102 -1.8970 0.5122
H 3.4708 -2.3152 -0.8862
O 0.8149 0.6633 -0.4812
H 2.0234 1.0947 2.6915
H -2.4264 -0.1868 0.1125
O -1.5863 2.5541 -0.7950
H 1.5243 1.1438 -0.0469
O -2.5915 -0.8526 -0.5643
O 1.6023 1.8176 2.2014
H -1.0184 2.0617 2.1192
*
```

Its highest occupied orbital energy is -11.047 eV. As for the SMILES: O.O.O.O.O.O.O.O.O.O. The LUMO energy comes out at 0.0026 Ha. The orbital gap is 11.12 eV. The calculation puts the electronic energy at -20800.5987 eV.

---

No. 6
This record from the Open Molecules 2025 dataset describes H20O10 as an isolated structure in a non-equilibrium geometry. The level of theory is the ωB97M-V functional and the def2-TZVPD basis.

Geometry as ORCA input:
```
! RIJCOSX wB97M-V def2-TZVPD def2/J DEFGRID3
* xyz 0 1
H -4.6148 -1.1931 -0.9761
H -0.9182 0.6517 -0.3795
O 2.3988 -0.8622 -1.5825
H 3.3426 -0.1169 0.1176
H 0.9975 3.1100 -1.4790
H 0.8600 1.9119 -2.4182
H -2.3198 0.0167 4.1113
H 1.9496 -1.0836 -2.3820
H -2.0355 3.4229 -1.6336
O 3.8353 -0.4404 -0.6367
H 1.9922 -1.4195 -0.9140
O 1.0171 2.0835 -1.4741
O -5.5632 -1.2455 -0.7648
H 4.7927 -0.3783 -0.3712
H 2.9208 1.1240 2.1358
H -1.8060 3.6880 -0.2789
H 4.0229 2.2026 2.1520
H -0.3724 -0.5999 0.1997
H -5.8951 -0.4253 -0.8460
H -1.5310 -1.9040 -1.3964
O 0.8606 -3.5788 0.5017
O -2.2301 4.1276 -0.9963
H 0.1803 -3.3627 1.1859
O -1.2600 -2.2200 -0.5214
O 3.7307 1.3786 1.7262
H 0.7316 -4.5143 0.2842
H -1.8778 1.1659 3.1400
O -1.6541 0.7334 4.0548
O -1.2078 -0.0878 0.0976
H -0.3468 -2.1843 -0.6562
*
```

Its highest occupied orbital energy is -9.132 eV. The LUMO energy comes out at -0.0051 Ha. The orbital gap is 8.99 eV. The calculation puts the electronic energy at -20794.9549 eV.

---

No. 7
This record from the Open Molecules 2025 dataset describes H20O10Xe as an isolated structure in a non-equilibrium geometry. The level of theory is the ωB97M-V functional and the def2-TZVPD basis.

Geometry as ORCA input:
```
! RIJCOSX wB97M-V def2-TZVPD def2/J DEFGRID3
* xyz 0 1
O -20.2326 -19.2986 -8.1741
H -20.9320 -16.7339 -12.4955
H -16.3898 -16.2241 -12.4348
H -18.1635 -17.2394 -12.7322
H -19.6084 -19.0911 -5.1794
O -16.9600 -15.9252 -13.1431
H -17.1165 -14.9003 -5.6285
O -17.2115 -20.4166 -8.2500
H -16.4631 -13.6805 -5.0144
H -20.2922 -15.5718 -11.7659
O -18.4764 -18.0147 -12.2662
O -21.1426 -15.9295 -12.0212
H -19.2227 -13.7750 -10.9612
H -20.4597 -12.3144 -9.3243
H -17.4054 -15.1574 -12.7848
O -20.1164 -13.1935 -9.1643
H -21.0204 -18.7854 -8.3538
O -19.8980 -18.3399 -5.6971
H -17.1180 -21.1774 -8.8234
Xe -17.6963 -16.4270 -8.8796
O -18.8303 -13.9511 -11.8164
H -17.7538 -18.6395 -12.3276
H -19.9260 -18.6651 -6.5970
H -19.4743 -13.6285 -12.4469
O -16.4834 -14.2067 -5.8138
H -19.9569 -13.2208 -8.2209
H -14.4624 -16.7783 -10.1685
H -18.1153 -20.1289 -8.3785
H -14.3448 -15.5170 -10.9974
O -14.6241 -16.4312 -11.0458
H -20.5549 -20.1864 -8.0184
*
```

Its highest occupied orbital energy is -10.615 eV. The LUMO energy comes out at 0.0074 Ha. The orbital gap is 10.82 eV. The calculation puts the electronic energy at -29762.2719 eV.

---

No. 8
This record from the Open Molecules 2025 dataset describes H20O18SV2 as an isolated structure in a non-equilibrium geometry. The level of theory is the ωB97M-V functional and the def2-TZVPD basis.

Geometry as ORCA input:
```
! RIJCOSX wB97M-V def2-TZVPD def2/J DEFGRID3
* xyz 1 2
H 0.9927 -2.2111 -0.8210
O -3.4954 1.2091 -0.6954
H -0.5366 1.9273 -1.4375
O 2.0185 1.3451 -3.0580
O -0.7688 -0.1305 3.5466
H -2.0666 -1.1741 0.4219
O -3.3711 2.3930 1.6143
O -0.3436 -1.4044 -0.3079
H -0.1878 -2.6251 1.0649
H -0.2002 3.9390 2.0919
H 1.4615 -3.6193 -1.1194
H 1.3038 0.9033 -2.5994
H 1.8693 2.2763 -2.8944
O -0.6701 -0.8849 -3.4611
S 0.0734 -0.0413 -0.0170
H -1.5722 0.3162 3.2800
H -1.1130 -2.4973 -1.1552
O -2.9673 -1.4513 0.5896
O -1.0582 0.6468 0.5684
O 4.5654 0.0516 2.2161
O -1.1816 2.6345 -1.4262
V -2.5753 2.0764 0.2743
O 1.7411 -2.7046 -1.1567
H -0.7056 3.3988 -1.7508
H -0.3649 -0.4090 2.7246
H -1.6556 -3.8888 -0.9075
H -0.2556 -0.4150 -2.7375
O 2.2089 0.5858 3.2825
V 3.0155 0.0975 1.9079
H -1.6079 -0.7397 -3.3357
H -2.9356 -2.4071 0.5500
O 0.2660 -3.2018 1.6794
H 1.0326 -3.5110 1.1968
O 0.5048 0.5941 -1.2588
H 2.5565 2.0355 -0.2109
H 3.7612 2.5396 0.5550
O -0.6394 3.2644 1.5739
H 0.0644 2.6768 1.2989
O 3.1418 1.8111 0.5125
O 1.1088 -0.1215 1.0104
O -1.4136 -3.2845 -1.6093
*
```

Its highest occupied orbital energy (spin up / spin down) is -13.692 / -13.667 eV. The LUMO energy (spin up / spin down) comes out at -0.2037 / -0.3867 Ha. The orbital gap (spin up / spin down) is 8.15 / 3.14 eV. The calculation puts the electronic energy at -99379.2762 eV.

---

Number 1 is which compound?
H20O10